(1)
Computed, not measured: a structure of composition C13H24AlO4S2, with ωB97M-V/def2-TZVPD.

Values from the calculation:
* charge: -1
* total energy: -50325.7896 eV
* highest occupied orbital energy: -4.70 eV
* molecular weight: 335.45 g mol⁻¹

Geometry as XYZ:
```
44
Properties=species:S:1:pos:R:3:nbo_charge:R:1
C -3.2379 3.9354 -0.6584 -0.462
C -3.3116 3.7690 -1.8601 -0.378
Al -3.1981 3.3600 -3.8495 1.067
C -3.1684 1.3278 -3.9902 -0.983
C -1.7971 0.7085 -4.0006 -0.146
C -0.6919 1.2769 -3.5273 -0.457
H -3.0928 4.0697 0.3854 0.200
H -4.5160 3.9896 -4.5676 -0.413
H -1.8527 4.0375 -4.4241 -0.396
H -3.6885 0.9484 -3.1002 0.220
H -3.7338 0.9622 -4.8490 0.205
H -1.7226 -0.3098 -4.3832 0.161
H 0.2813 0.8550 -3.7505 0.177
H -0.7231 2.1212 -2.8516 0.207
C 0.1364 0.8691 1.5384 -0.406
C -0.4667 2.2790 1.6117 -0.411
C 0.6258 3.2690 1.1859 -0.676
S 1.7029 2.3630 0.0636 2.167
O 3.0115 2.2386 0.6702 -0.970
O 1.5554 2.8893 -1.2647 -0.927
C 0.8539 0.7942 0.1976 -0.673
H -0.6197 0.0945 1.6217 0.247
H 0.8539 0.7296 2.3531 0.193
H -1.3112 2.3474 0.9234 0.238
H -0.8349 2.5112 2.6108 0.212
H 0.2295 4.1300 0.6526 0.262
H 1.2353 3.5961 2.0266 0.232
H 1.5842 -0.0081 0.1291 0.242
H 0.1485 0.7301 -0.6322 0.266
C 2.7997 -4.1324 2.7781 -0.406
C 2.4429 -4.8039 1.4442 -0.402
C 0.9207 -4.7134 1.2780 -0.677
S 0.4076 -3.2408 2.1770 2.174
O -0.4222 -3.6391 3.2858 -0.945
O -0.0323 -2.2332 1.2493 -0.938
C 2.0323 -2.8149 2.8000 -0.675
H 3.8717 -3.9680 2.8754 0.225
H 2.4784 -4.7627 3.6101 0.213
H 2.9352 -4.2739 0.6270 0.213
H 2.7770 -5.8399 1.4111 0.222
H 0.6134 -4.6034 0.2413 0.257
H 0.4076 -5.5604 1.7287 0.244
H 1.9250 -2.3771 3.7893 0.255
H 2.4640 -2.0874 2.1127 0.244
```

(2)
Computed, not measured: a structure of composition C13H24AsN3O6STi, with ωB97M-V/def2-TZVPD.

Values from the calculation:
* charge: -2
* total energy: -125420.1471 eV
* highest occupied orbital energy (spin up / spin down): -0.45 / -0.45 eV
* molecular weight: 473.21 g mol⁻¹

Geometry as XYZ:
```
49
Properties=species:S:1:pos:R:3:nbo_charge:R:1
Ti 0.4394 -0.5075 -0.1521 1.638
O 1.9959 -0.9098 0.8919 -0.779
C 3.1777 -0.2351 0.6038 -0.064
C 3.4830 -0.3098 -0.8893 -0.235
N 2.2988 0.0783 -1.6495 -0.464
C 2.0747 1.4976 -1.8454 -0.346
C 0.5718 1.7572 -2.0611 0.787
O 0.2235 2.7497 -2.6861 -0.681
O -0.2126 0.8617 -1.5655 -0.752
C 2.1111 -0.6993 -2.8643 -0.336
C 1.3852 -2.0213 -2.5867 0.790
O 1.5838 -2.9722 -3.3325 -0.689
O 0.6361 -2.0146 -1.5443 -0.731
H 0.4833 5.3573 4.6573 -0.893
H 4.0210 -0.6768 1.1562 0.155
H 3.1195 0.8206 0.9155 0.152
H 3.7000 -1.3505 -1.1399 0.203
H 4.3642 0.2953 -1.1560 0.166
H 2.6418 1.9176 -2.6861 0.188
H 2.3585 2.0387 -0.9391 0.227
H 3.0549 -0.8985 -3.3845 0.190
H 1.4672 -0.1439 -3.5493 0.223
C -2.0410 -3.9588 -0.8287 -0.971
As -3.6398 -3.3036 0.0102 1.474
C -3.1986 -3.1735 1.8798 -0.983
C -3.9218 -1.4871 -0.5608 -0.976
S -5.3311 -4.5082 -0.3247 -0.809
H -1.1994 -3.3547 -0.4876 0.292
H -2.1365 -3.8756 -1.9092 0.243
H -1.9301 -5.0061 -0.5526 0.229
H -2.3225 -2.5316 1.9687 0.281
H -2.9990 -4.1746 2.2588 0.228
H -4.0523 -2.7511 2.4076 0.229
H -3.1151 -0.8704 -0.1702 0.281
H -4.9014 -1.1828 -0.1968 0.230
H -3.9155 -1.4596 -1.6495 0.237
C -0.6177 4.7213 1.9699 -0.482
N -0.0754 3.3731 1.8618 -0.318
C 0.6416 2.7359 2.8453 -0.103
C 0.9551 1.5112 2.3378 -0.095
N 0.4483 1.3965 1.0606 -0.525
C -0.1701 2.5379 0.8148 0.197
H -0.2805 5.1401 2.9327 0.311
H -1.7077 4.6861 1.9432 0.184
H -0.2532 5.3311 1.1425 0.187
H 0.8387 3.2533 3.7757 0.281
H 1.4947 0.6941 2.7837 0.225
H -0.6856 2.7818 -0.1001 0.226
O -0.8631 -1.1596 0.5940 -0.822
```

(3)
Computed, not measured: a structure of composition C13H24BCrF4N2O9 at a distorted geometry, with ωB97M-V/def2-TZVPD.

Values from the calculation:
* multiplicity: 5
* charge: +1
* total energy: -75244.0332 eV
* highest occupied orbital energy (spin up / spin down): -12.89 / -12.89 eV
* molecular weight: 491.14 g mol⁻¹
* expectation value of S²: 6.005

Geometry as XYZ:
```
54
Properties=species:S:1:pos:R:3:mulliken_spin:R:1
Cr -3.9437 20.5245 48.5705 3.988
B -5.2020 19.1812 46.6070 -0.022
F -4.2564 18.6772 47.5158 0.004
F -4.9006 18.7677 45.3253 -0.001
F -6.4506 18.7796 47.0217 0.001
F -5.0665 20.6033 46.6183 0.011
C -1.8850 19.3174 45.1876 -0.003
O -1.5907 20.7394 45.1691 0.003
C -2.0719 21.5008 46.0894 -0.002
O -2.4749 21.1672 47.2180 0.012
O -1.9529 22.7520 45.7391 0.002
C -2.4708 23.7639 46.6042 0.001
H -2.1123 18.9820 46.1949 0.004
H -0.9494 18.8798 44.8531 0.000
H -2.6940 19.0516 44.5170 0.000
H -1.9577 23.8450 47.5606 0.000
H -3.5304 23.6246 46.8324 0.000
H -2.3907 24.6688 46.0124 0.000
C -8.2418 20.8100 49.1239 -0.003
O -7.9281 19.9679 50.2491 0.002
C -6.7500 19.4282 50.3386 0.000
O -5.7803 19.7123 49.6267 -0.003
O -6.7244 18.6177 51.3633 0.002
C -5.6497 17.6683 51.4294 -0.001
H -9.2940 20.6982 48.9080 0.000
H -7.5363 20.5785 48.3269 0.004
H -7.9968 21.8540 49.3387 0.000
H -4.6949 18.1645 51.6119 0.001
H -5.5841 17.1609 50.4689 0.001
H -5.8382 16.9703 52.2344 0.000
C -3.0362 21.3750 38.6779 0.000
O -3.4864 21.6929 39.9947 0.000
C -3.9225 20.6757 40.7286 0.000
O -3.6156 19.5201 40.6916 0.000
O -4.7000 21.2089 41.6886 0.000
C -5.3907 20.3264 42.5394 0.000
H -2.7857 20.3202 38.5464 0.000
H -2.1162 21.9044 38.4508 0.000
H -3.8471 21.5771 37.9810 0.000
H -5.6151 20.8812 43.4432 0.000
H -4.8591 19.3914 42.7374 0.000
H -6.2926 19.8709 42.1164 0.000
C -5.3206 15.6887 47.8950 -0.001
C -6.6448 15.1861 48.2354 0.000
N -7.6726 14.7413 48.4806 0.000
H -5.1498 15.7126 46.8189 0.000
H -4.5717 14.9676 48.2287 0.000
H -5.1316 16.6623 48.3296 0.001
C -7.9985 18.3458 44.2567 0.000
C -9.1126 17.8085 43.4735 0.000
N -10.0269 17.4121 42.9054 0.000
H -7.3107 18.8855 43.6160 0.000
H -7.4936 17.4923 44.7085 0.000
H -8.4233 18.9355 45.0656 0.000
```

(4)
Computed, not measured: a structure of composition C13H24F5ORbSiTe at a distorted geometry, with ωB97M-V/def2-TZVPD.

Values from the calculation:
* charge: -2
* total energy: -45332.5910 eV
* highest occupied orbital energy (spin up / spin down): -0.93 / -0.93 eV
* molecular weight: 532.48 g mol⁻¹

Geometry as XYZ:
```
46
Properties=species:S:1:pos:R:3:lowdin_charge:R:1
Rb 0.6869 1.0897 -0.1672 0.958
C 0.2400 -2.3433 -0.0044 -0.285
C 0.7383 -2.0841 -1.3015 -0.294
C 2.0450 -1.5659 -1.1628 -0.333
C 2.3581 -1.5075 0.2128 -0.327
C 1.2378 -1.9858 0.9260 -0.302
C 1.0971 -2.1142 2.4134 -0.071
C 3.6413 -0.9843 0.7850 -0.063
C 2.9513 -1.1565 -2.2854 -0.069
C 0.0320 -2.3394 -2.6004 -0.080
C -1.0816 -2.9415 0.3708 -0.074
H 0.8807 -3.1437 2.7334 0.061
H 0.2899 -1.4962 2.8296 0.065
H 2.0086 -1.8100 2.9321 0.053
H 4.5186 -1.5223 0.4020 0.066
H 3.6678 -1.0766 1.8727 0.054
H 3.8082 0.0750 0.5553 0.070
H 3.6919 -1.9257 -2.5521 0.063
H 3.5116 -0.2464 -2.0498 0.068
H 2.3875 -0.9430 -3.1995 0.060
H 0.5809 -3.0266 -3.2585 0.063
H -0.1342 -1.4292 -3.1922 0.062
H -0.9529 -2.7859 -2.4388 0.047
H -0.9806 -3.9131 0.8782 0.064
H -1.7179 -3.1128 -0.5021 0.052
H -1.6538 -2.3123 1.0594 0.043
F 0.6496 4.4336 -0.9970 -0.532
Te 1.7684 4.2062 0.6193 1.822
F 2.5315 2.6121 -0.7025 -0.760
F 3.0706 5.4989 -0.2668 -0.552
F 2.7966 4.4636 2.3487 -0.569
F 0.7968 5.7674 1.1843 -0.494
O 0.5250 3.0392 1.3739 -0.923
C -3.5957 -0.1058 1.3513 -0.246
Si -2.9268 1.1168 0.0908 0.616
C -4.0119 1.0457 -1.4514 -0.250
C -2.8739 2.8448 0.7990 -0.234
H -4.6183 0.2023 1.6096 0.021
H -3.0001 -0.1124 2.2642 0.024
H -3.6281 -1.1206 0.9591 0.005
H -5.0369 1.3227 -1.1703 0.018
H -4.0339 0.0444 -1.8831 0.013
H -3.6719 1.7419 -2.2180 0.016
H -3.8937 3.1335 1.0880 0.023
H -2.4863 3.5672 0.0801 0.032
H -2.2133 2.9000 1.6649 0.019
```

total energy of number 4 (C13H24F5ORbSiTe)? -45332.5910 eV

Look up the total energy of the first one. -50325.7896 eV

Which value of total energy does entry 3 give? -75244.0332 eV

Among the records above, which one has the highest molecular weight? C13H24F5ORbSiTe